Entry 1:
A structure of composition C30H36AsF4N5S2Ti, computed with the ωB97M-V functional and the def2-TZVPD basis.

Summary:
HOMO level, eV: -13.43
LUMO energy, eV: -6.17
Orbital gap, eV: 7.266
Largest force on an atom, eV/A: 0.590

Geometry as ORCA input:
```
! wB97M-V def2-TZVPD RIJCOSX def2/J DEFGRID3
* xyz 2 1
As -2.370 -2.793 -1.688
Ti 0.411 -0.003 -0.134
S -0.403 -1.927 -1.784
S 1.630 1.365 -1.929
F -1.811 -1.516 1.040
F -3.790 -1.825 2.822
F 0.979 0.202 4.432
F -0.959 -0.158 6.197
N 0.545 1.940 0.897
N 2.162 -1.556 -0.228
N 0.755 0.047 -4.122
N 0.625 -0.595 1.676
N 2.165 1.824 -4.430
C -2.101 0.870 -1.909
C 2.900 2.428 1.149
C -1.713 1.857 0.230
C 3.927 2.930 1.902
C 1.328 3.094 2.879
C -0.710 2.206 1.255
C -2.620 -1.344 3.255
C 3.032 -1.672 -1.416
C -2.427 -1.017 4.581
C -0.338 -0.711 2.676
C 1.577 2.468 1.637
C -2.711 -3.576 -3.407
C 1.491 1.027 -3.613
C 3.688 3.492 3.172
C -2.877 2.612 0.107
C -0.166 -0.358 4.018
C 2.171 1.707 -5.880
C -0.014 3.233 3.297
C -1.333 0.922 -0.748
C -1.188 -0.522 4.940
C 1.831 -2.937 0.202
C 2.918 -0.908 0.861
C -3.937 -1.746 -1.302
C -1.602 -1.184 2.341
C 2.028 -0.714 2.093
C -3.642 2.508 -1.042
C -2.327 -4.228 -0.411
C -3.229 1.664 -2.065
C 2.410 3.584 3.644
C -1.024 2.840 2.472
H 3.414 -0.694 -1.700
H 1.177 1.890 -6.293
H -1.348 -4.701 -0.450
H -4.699 -2.467 -1.001
H 2.458 -2.092 -2.242
H -3.761 -1.034 -0.505
H 3.781 -1.522 1.138
H -0.226 3.684 4.258
H 3.873 -2.337 -1.200
H 4.515 3.876 3.752
H 2.363 0.175 2.629
H 2.739 -3.425 0.566
H -3.723 -3.978 -3.413
H -3.150 3.329 0.870
H -3.100 -4.951 -0.666
H -2.059 2.976 2.749
H 1.083 -2.925 0.991
H 2.687 2.570 -3.997
H -4.527 3.117 -1.158
H -3.795 1.622 -2.988
H 2.851 2.452 -6.281
H -3.212 -1.131 5.314
H 2.205 4.048 4.599
H 0.214 -0.556 -3.510
H -1.819 0.207 -2.719
H 2.528 0.724 -6.189
H 3.306 0.040 0.489
H 4.934 2.915 1.509
H -2.511 -3.827 0.583
H 3.087 2.060 0.149
H -1.993 -4.373 -3.594
H 0.717 -0.110 -5.116
H 1.444 -3.499 -0.642
H -4.253 -1.230 -2.204
H 2.135 -1.560 2.776
H -2.615 -2.807 -4.172
*
```

***

Entry 2:
A structure of composition C30H36BClF4N7O5Y, computed with the ωB97M-V functional and the def2-TZVPD basis.

Summary:
HOMO level, eV: -7.90
LUMO energy, eV: 0.32
Orbital gap, eV: 8.226
Largest force on an atom, eV/A: 0.418

Geometry as ORCA input:
```
! wB97M-V def2-TZVPD RIJCOSX def2/J DEFGRID3
* xyz 0 1
Y -0.745 -0.456 0.308
Cl -3.785 2.258 3.587
F -2.883 -3.116 -1.592
F -1.264 -1.457 -1.778
F -2.917 -1.192 -0.282
F -3.408 -1.106 -2.555
O -1.900 1.206 1.564
O 4.820 -1.526 2.823
O -1.686 -0.823 2.380
O 2.718 -4.117 3.019
O 0.245 2.144 3.356
N 1.743 -1.753 2.586
N -0.865 2.499 -3.555
N 1.212 0.288 1.554
N -1.108 1.578 -1.301
N -2.904 2.910 -2.306
N -0.848 3.995 -1.645
N 2.531 0.186 3.489
C 2.811 3.434 0.372
C -2.591 1.793 -1.431
C -0.361 3.091 4.222
C 3.017 -0.307 5.802
C 1.011 2.626 2.341
C 1.293 3.976 2.157
C 1.756 -5.034 0.982
C -0.303 3.720 -2.975
C 3.329 -0.476 4.453
C 5.155 -1.902 5.105
C 0.391 -3.574 -0.349
C 3.764 -0.916 6.793
C 2.000 -3.979 1.841
C 4.430 -1.267 4.101
C -2.153 0.348 2.445
C 4.898 -0.449 1.889
C 1.793 -0.421 2.506
C 1.437 -2.725 1.592
C 2.497 2.090 0.532
C 0.950 -4.825 -0.128
C -2.323 2.651 -3.625
C 3.999 -4.726 2.906
C -0.547 2.861 -0.785
C 0.598 -2.482 0.508
C -3.050 0.645 3.630
C 4.831 -1.730 6.437
C 1.581 1.667 1.484
C -2.302 4.124 -1.761
C 2.186 4.374 1.170
C -0.568 1.379 -2.677
B -2.688 -1.781 -1.607
H -1.068 3.722 3.681
H -2.465 0.544 4.541
H -0.955 3.034 0.209
H -2.533 4.966 -2.416
H 0.828 4.720 2.787
H 3.506 -0.771 7.833
H 2.155 0.301 6.050
H 0.782 3.613 -2.900
H 5.033 0.508 2.394
H 5.761 -0.656 1.259
H 2.277 1.136 3.699
H -0.253 -3.457 -1.211
H -0.902 2.516 4.968
H 2.940 1.340 -0.113
H 3.523 3.738 -0.384
H 5.415 -2.227 7.200
H -2.559 3.485 -4.288
H -1.003 0.472 -3.094
H -2.757 1.737 -4.033
H 0.517 1.256 -2.610
H 0.391 3.711 4.717
H 5.993 -2.518 4.805
H -2.723 4.319 -0.773
H 4.005 -0.414 1.266
H 0.533 2.765 -0.717
H 2.170 -6.009 1.204
H 4.418 -4.741 3.911
H 0.738 -5.646 -0.801
H -0.527 4.561 -3.633
H 3.927 -5.749 2.538
H 2.395 5.428 1.041
H -3.840 -0.102 3.651
H -3.043 0.892 -1.835
H -2.985 1.982 -0.433
H 2.212 -2.160 3.384
H 4.640 -4.140 2.245
*
```

***

Entry 3:
A cluster of 7 separate species, C30H36BF13N6S2 in total, computed with the ωB97M-V functional and the def2-TZVPD basis.

Summary:
HOMO level, eV: -8.23
LUMO energy, eV: -0.61
SMILES string: FC(F)(CCBS)C(F)(F)C(F)(F)C(F)(F)S(F)(F)(F)(F)F.c1cc[nH]c1.c1cc[nH]c1.c1cc[nH]c1.c1cc[nH]c1.c1cc[nH]c1.c1cc[nH]c1
Orbital gap, eV: 7.612
Largest force on an atom, eV/A: 2.962

Geometry as ORCA input:
```
! wB97M-V def2-TZVPD RIJCOSX def2/J DEFGRID3
* xyz 0 1
S -2.934 -1.535 -3.200
S 0.389 4.007 0.433
F -5.811 1.197 -2.792
F -3.748 1.495 -3.011
F -4.183 3.230 -0.944
F -2.593 -0.603 -4.435
F -4.208 2.256 0.954
F -3.623 -2.635 -4.159
F -3.203 -2.565 -1.980
F -5.394 -1.538 -2.247
F -2.214 -0.572 -2.144
F -5.181 -0.702 -4.149
F -1.538 -2.272 -3.428
F -4.177 -0.205 -0.193
F -5.874 1.059 -0.449
N -3.182 3.593 -5.392
N 1.902 -0.509 -0.202
N -2.211 -5.799 -4.331
N 3.779 -5.024 5.474
N 6.285 -1.902 2.668
N 0.216 6.122 3.606
C -2.878 4.249 -6.554
C 7.372 -1.961 4.597
C 7.370 -1.081 2.529
C 2.540 -4.451 5.365
C -0.316 6.819 5.638
C 1.891 -1.047 1.057
C 0.651 5.787 5.750
C 1.859 -4.699 6.527
C 6.276 -2.438 3.926
C -1.724 -5.509 -5.576
C 2.721 -5.446 7.372
C -1.451 -7.702 -5.167
C -1.247 -6.672 -6.122
C -3.400 4.505 -4.394
C -2.275 1.924 -0.283
C -4.629 0.708 -2.401
C 0.961 5.378 4.480
C -3.241 5.757 -4.928
C 8.066 -1.099 3.710
C -0.562 7.005 4.303
C -2.044 -7.132 -4.072
C -3.804 2.103 -0.331
C -4.610 0.873 -0.847
C -4.615 -0.750 -2.946
C -2.910 5.595 -6.299
C 3.684 0.294 0.839
C 3.899 -5.628 6.696
C 2.988 0.312 -0.341
C 2.987 -0.569 1.726
C -1.502 2.679 -1.415
B 0.022 2.809 -0.923
H 1.644 4.625 4.123
H -3.235 2.598 -5.287
H -3.649 4.185 -3.396
H -0.778 7.364 6.445
H 2.252 -3.920 4.473
H -1.478 2.096 -2.343
H 5.600 -2.082 1.956
H -1.968 0.876 -0.203
H -2.717 6.376 -7.015
H -2.626 -5.135 -3.704
H -3.349 6.687 -4.394
H 0.237 6.031 2.608
H 4.807 -6.134 6.976
H -1.868 3.704 -1.547
H 5.495 -3.110 4.234
H 7.643 -2.203 5.611
H 0.914 2.159 -1.348
H 0.854 -4.380 6.748
H 8.972 -0.553 3.914
H -1.190 -8.743 -5.272
H 4.489 -5.004 4.767
H 3.260 -0.810 2.742
H -2.668 3.704 -7.459
H -0.802 -6.772 -7.098
H 4.590 0.840 1.044
H -1.221 7.686 3.792
H 3.170 0.835 -1.265
H 1.072 5.389 6.659
H 1.218 -0.689 -0.913
H -1.963 2.393 0.664
H 2.503 -5.808 8.363
H -2.361 -7.558 -3.135
H 1.110 -1.721 1.365
H 7.553 -0.558 1.606
H -1.760 -4.506 -5.964
H 1.677 4.427 0.258
*
```

***

Entry 4:
A structure of composition C30H36BNO4, computed with the ωB97M-V functional and the def2-TZVPD basis.

Summary:
HOMO level, eV: -5.89
LUMO energy, eV: -1.28
Orbital gap, eV: 4.607
Largest force on an atom, eV/A: 8.381

Geometry as ORCA input:
```
! wB97M-V def2-TZVPD RIJCOSX def2/J DEFGRID3
* xyz 0 1
O 4.558 -0.213 2.590
O 2.198 -0.326 4.005
O 1.303 1.649 2.742
O 2.254 -0.286 1.484
N -3.903 -2.813 -0.058
C 4.521 1.994 2.338
C 1.003 -0.886 1.375
C -4.497 -0.884 3.817
C -3.752 -5.486 2.614
C -4.006 -4.964 1.334
C -4.267 -0.994 -2.161
C -3.573 -1.508 0.208
C -3.595 0.709 5.850
C -2.976 -3.311 3.346
C 0.019 1.056 2.660
C 5.854 0.209 2.435
C -3.311 -0.163 3.589
C -5.102 -0.947 5.075
C -3.249 -2.759 2.081
C 0.970 -0.987 3.960
C -3.754 -3.608 1.075
C -1.117 -1.195 2.731
C -3.151 -1.429 1.529
C 3.743 0.852 2.547
C -3.864 -0.412 -0.805
C -4.667 -0.144 6.123
C 5.878 1.578 2.286
C 6.880 -0.808 2.465
C -2.388 -0.384 2.333
C 0.211 -0.490 2.659
C -5.053 0.420 -0.293
C -2.613 0.449 -0.997
C -5.300 -0.228 7.471
C -3.173 -4.670 3.598
C -2.921 0.692 4.625
B 2.135 0.476 2.757
H 4.108 2.978 2.253
H -2.878 -5.084 4.582
H -5.226 -1.251 7.855
H -5.324 1.201 -1.027
H -1.756 -0.203 -1.230
H -1.031 -2.320 2.799
H -3.283 1.417 6.621
H -0.573 1.375 3.542
H -2.581 -2.709 4.164
H -1.150 -1.167 3.844
H -0.481 1.403 1.729
H -4.010 -6.511 2.886
H -3.464 -1.602 -2.578
H -4.178 -3.175 -0.996
H 7.880 -0.335 2.465
H -5.001 -1.409 3.009
H 6.757 2.191 2.150
H -2.138 1.428 4.417
H -4.450 -0.165 -2.857
H 6.814 -1.463 3.355
H -4.355 -5.615 0.531
H 6.825 -1.481 1.585
H -2.366 1.063 -0.117
H 1.063 -2.093 3.876
H -5.934 -0.233 -0.162
H -2.741 1.136 -1.851
H -0.932 -1.542 1.662
H -5.191 -1.573 -2.087
H -4.843 0.913 0.674
H 0.358 -0.715 4.856
H -5.948 -1.611 5.214
H -4.787 0.429 8.178
H 1.076 -1.996 1.331
H 0.471 -0.483 0.482
H -6.366 0.028 7.466
H -2.070 0.529 1.853
*
```

***

Entry 5:
A structure of composition C30H36Br33NO7, computed with the ωB97M-V functional and the def2-TZVPD basis.

Summary:
HOMO level, eV: -7.99
LUMO energy, eV: -0.35
Orbital gap, eV: 7.638
Largest force on an atom, eV/A: 1.912

Geometry as ORCA input:
```
! wB97M-V def2-TZVPD RIJCOSX def2/J DEFGRID3
* xyz 0 1
Br 9.728 -5.268 -0.010
Br -7.544 3.013 -6.285
Br -3.109 -5.292 2.437
Br 7.004 -1.461 1.176
Br -7.299 6.531 -3.262
Br -13.992 5.276 1.159
Br -4.144 -8.279 2.051
Br 5.926 -2.019 4.127
Br 7.815 -4.781 -2.507
Br -12.653 7.742 2.662
Br -9.793 3.696 -4.138
Br 7.885 4.966 3.905
Br -11.392 4.834 2.939
Br 7.149 -7.092 -0.420
Br 5.267 -4.049 1.764
Br -1.080 -7.573 1.559
Br -4.587 -3.751 -4.521
Br -7.159 -3.555 -6.397
Br 11.392 3.592 -0.260
Br 2.409 0.136 5.875
Br -9.487 7.164 -1.046
Br 0.703 -0.960 8.321
Br 5.756 5.363 1.578
Br 6.586 2.566 -0.147
Br 13.383 1.273 -1.156
Br 5.471 2.916 3.571
Br 6.131 0.453 -2.493
Br 0.176 -2.116 5.412
Br -6.727 5.812 -0.217
Br -5.892 -0.942 -5.082
Br -7.013 2.506 -3.188
Br 10.316 0.628 -0.628
Br 7.395 3.310 -3.134
O -0.805 0.134 -3.522
O 2.949 2.246 0.314
O -1.487 -3.430 -0.775
O 1.859 -5.506 0.854
O -3.722 -1.433 -1.390
O -5.014 0.112 -0.330
O -6.664 -0.922 1.869
N -1.507 -1.631 -2.198
C -8.061 5.990 -1.589
C -5.548 -2.692 -5.804
C 0.708 -0.580 6.437
C 2.418 0.038 -0.416
C -8.326 2.541 -4.595
C 1.492 0.265 -1.438
C -12.352 6.049 1.798
C 7.218 1.904 -1.836
C -2.894 -6.938 1.469
C 11.587 1.946 -1.230
C -0.663 -0.588 -2.577
C 6.541 -2.799 2.483
C 6.052 4.741 3.373
C 2.284 -1.100 0.411
C -2.926 -1.652 -2.515
C 0.292 -1.731 -0.761
C 2.977 -1.266 2.818
C 0.447 -0.621 -1.585
C 3.301 -1.228 1.486
C 3.523 1.057 -0.240
C -3.856 -0.065 -1.071
C 1.216 -2.020 0.238
C 1.102 -3.223 1.136
C -4.782 0.289 1.054
C -6.084 0.376 1.793
C -0.969 -2.430 -1.179
C 7.925 -5.351 -0.675
C 0.874 -4.565 0.442
C 1.915 4.352 -0.052
C 2.960 3.370 -0.541
H 0.951 3.861 0.065
H -3.109 -6.728 0.431
H 2.713 3.102 -1.573
H 3.933 3.870 -0.548
H -2.980 0.272 -0.500
H 8.200 1.489 -1.665
H -8.721 1.540 -4.691
H 3.923 1.258 -1.234
H -0.133 -4.907 0.676
H 2.208 4.769 0.911
H 1.814 -6.237 0.233
H -8.495 5.011 -1.740
H -4.204 -0.539 1.475
H 0.889 -4.427 -0.641
H -3.926 0.548 -1.976
H -6.775 1.055 1.285
H -11.731 6.237 0.935
H -3.107 -0.905 -3.290
H 7.446 -3.345 2.708
H 1.564 1.123 -2.094
H 4.298 0.724 0.438
H 2.061 -3.326 1.643
H 4.348 -1.281 1.198
H 0.365 -3.037 1.918
H 5.447 5.347 4.032
H 1.813 5.176 -0.757
H -7.470 -0.862 2.389
H -0.029 0.190 6.263
H -4.912 -2.570 -6.669
H -3.203 -2.622 -2.925
H 7.338 -4.657 -0.091
H -4.224 1.213 1.250
H -5.895 0.759 2.800
H 11.362 2.155 -2.266
H 3.280 -0.471 3.492
H 2.361 -2.065 3.216
*
```

***

- Which formula does entry 2 have?
  C30H36BClF4N7O5Y

***

- Which value of HOMO level does entry 2 give?
  -7.90 eV

***

- What is the formula in the first record?
  C30H36AsF4N5S2Ti

***

- Look up the LUMO energy of the fifth one.
  -0.35 eV